171
Properties=species:S:1:pos:R:3:forces:R:3:lowdin_charge:R:1 method="wB97M-V/def2-TZVPD" total_energy_ha=-3572.2894 total_charge=+5 de_lowest_kcal_mol=0.0 gap_ev=9.8
C 34.114 -4.568 4.275 0.156 0.107 1.571 -0.063
C 34.098 -5.999 4.814 -0.101 -1.492 0.132 -0.236
C 33.170 -6.870 3.953 0.028 0.615 -0.007 -0.130
N 33.042 -8.331 4.328 1.971 -0.239 -0.267 -0.229
C 32.549 -8.443 5.750 0.084 0.270 -0.321 0.017
C 32.175 -9.096 3.293 0.108 1.366 0.527 -0.056
C 33.131 -9.600 2.240 -0.742 -0.320 -1.334 -0.152
C 34.404 -9.945 2.953 -0.116 -0.355 1.323 -0.130
C 34.429 -8.973 4.140 0.523 -1.171 0.756 -0.088
H 33.137 -4.087 4.271 -0.061 -0.114 -0.057 0.072
H 34.589 -4.404 3.310 0.016 -0.448 -0.067 0.096
H 34.710 -4.057 5.033 0.016 0.596 -0.284 0.056
H 33.804 -6.184 5.856 -0.618 1.189 0.038 0.083
H 35.110 -6.400 4.950 0.119 0.028 -1.007 0.101
H 33.491 -6.734 2.919 -0.099 -0.684 -0.125 0.149
H 32.171 -6.435 4.024 -0.096 -0.110 -0.027 0.138
H 32.305 -9.472 6.000 -0.404 0.015 -0.337 0.120
H 31.737 -7.725 5.818 -0.491 -0.497 0.117 0.094
H 33.269 -8.138 6.508 0.468 0.086 -0.517 0.092
H 31.646 -9.900 3.798 0.014 0.111 0.153 0.143
H 31.507 -8.310 2.948 -0.450 -0.493 -0.214 0.136
H 32.648 -10.481 1.811 0.225 -0.001 -0.166 0.138
H 33.248 -8.908 1.405 0.095 0.189 0.204 0.129
H 34.304 -10.946 3.379 -0.026 -0.034 -0.138 0.128
H 35.367 -9.958 2.451 -0.300 0.303 -0.548 0.132
H 34.613 -9.589 5.020 0.078 0.404 0.228 0.131
H 35.247 -8.264 4.040 -0.483 0.436 0.125 0.119
C 34.393 -1.743 11.483 0.537 0.264 0.288 -0.082
C 33.694 -2.328 10.272 -0.556 0.208 -0.462 -0.234
C 32.657 -3.343 10.740 -0.582 -0.227 -1.152 -0.103
N 31.671 -3.881 9.680 0.176 -0.573 -0.329 -0.234
C 30.574 -2.848 9.444 0.755 -0.715 1.326 0.045
C 31.077 -5.185 10.262 -0.645 0.497 -1.402 -0.074
C 30.603 -5.885 9.006 -0.536 0.348 -0.064 -0.145
C 31.756 -5.693 8.018 -1.114 -1.810 -0.310 -0.161
C 32.290 -4.311 8.330 1.131 -0.020 0.612 -0.064
H 34.716 -2.541 12.154 -0.154 0.073 0.150 0.089
H 33.789 -1.021 12.032 -0.217 -0.252 0.065 0.088
H 35.309 -1.205 11.232 -0.060 -0.061 -0.287 0.079
H 34.426 -2.796 9.612 -0.012 -0.250 0.142 0.074
H 33.237 -1.561 9.639 -0.092 0.134 0.190 0.110
H 31.903 -2.964 11.429 0.713 0.213 0.683 0.144
H 33.186 -4.212 11.124 -0.194 0.016 0.297 0.135
H 29.885 -2.965 10.280 -0.327 -0.081 -0.289 0.111
H 30.131 -3.043 8.479 -0.109 0.514 -0.032 0.105
H 31.046 -1.887 9.627 -0.156 0.218 -0.904 0.100
H 30.208 -4.904 10.847 0.422 -0.155 0.678 0.138
H 31.856 -5.755 10.759 -0.056 0.212 0.308 0.140
H 29.724 -5.346 8.643 -0.048 -0.064 -0.030 0.123
H 30.266 -6.906 9.173 0.302 -0.071 0.025 0.136
H 31.372 -5.889 7.013 -0.100 1.052 -0.162 0.104
H 32.372 -6.596 8.082 0.931 0.683 0.720 0.105
H 32.105 -3.606 7.523 -0.325 0.304 0.369 0.112
H 33.358 -4.274 8.539 0.095 -0.304 -0.319 0.114
C 36.542 -3.134 7.705 0.519 -1.349 -0.302 -0.077
C 38.040 -3.416 7.398 -0.929 0.227 -0.120 -0.205
C 38.314 -4.911 7.453 1.230 0.036 -0.470 -0.121
N 39.787 -5.260 7.286 1.374 -0.985 -0.643 -0.256
C 40.631 -4.807 8.432 -1.218 0.633 0.956 0.030
C 40.464 -4.739 6.019 -1.327 0.548 -0.143 -0.120
C 41.589 -5.656 5.653 -0.047 -0.163 0.040 -0.135
C 41.100 -7.046 6.116 0.198 0.254 0.350 -0.108
C 39.968 -6.797 7.115 -0.409 0.334 0.504 -0.073
H 36.259 -2.094 7.574 0.065 0.056 0.357 0.071
H 36.294 -3.585 8.668 0.025 0.680 0.344 0.068
H 35.920 -3.726 7.029 0.038 0.162 -0.346 0.055
H 38.674 -2.822 8.053 0.007 -0.098 0.090 0.108
H 38.223 -3.098 6.370 0.193 0.143 0.055 0.115
H 37.840 -5.365 6.582 -0.170 -0.184 0.166 0.128
H 38.032 -5.444 8.360 -0.315 0.268 0.107 0.144
H 40.315 -5.323 9.339 0.313 -0.425 -0.158 0.118
H 40.357 -3.776 8.656 0.427 0.130 -0.338 0.097
H 41.695 -4.891 8.242 -0.058 -0.223 -0.125 0.124
H 40.713 -3.690 6.163 0.020 -0.015 -0.058 0.143
H 39.731 -4.847 5.215 -0.257 0.307 0.204 0.142
H 42.539 -5.366 6.096 0.011 -0.098 -0.020 0.125
H 41.655 -5.573 4.570 0.472 -0.243 0.029 0.132
H 41.894 -7.562 6.649 0.075 -0.182 -0.302 0.127
H 40.754 -7.663 5.291 0.078 -0.006 -0.009 0.124
H 40.196 -7.203 8.098 -0.063 0.065 0.029 0.132
H 39.000 -7.198 6.821 0.058 0.046 -0.206 0.123
C 29.350 4.332 8.065 -0.942 -0.232 -0.212 -0.093
C 29.232 5.376 9.165 -0.018 0.496 -0.427 -0.220
C 28.275 6.543 8.888 0.162 -0.853 0.873 -0.115
N 28.221 7.489 10.076 -0.829 1.210 0.048 -0.254
C 27.905 6.818 11.410 0.095 0.183 -1.501 0.053
C 29.442 8.365 10.204 1.289 0.860 -0.426 -0.095
C 29.034 9.832 9.883 0.015 -0.943 -0.832 -0.122
C 27.588 9.848 10.280 -0.779 -0.653 0.985 -0.148
C 27.100 8.495 9.764 0.317 0.819 0.055 -0.101
H 29.819 3.394 8.364 0.461 0.330 0.276 0.075
H 29.828 4.692 7.155 -0.114 0.017 -0.049 0.071
H 28.336 3.974 7.857 0.019 0.195 -0.480 0.079
H 30.197 5.865 9.308 0.144 -0.511 0.718 0.083
H 28.804 4.848 10.016 0.641 0.173 0.423 0.112
H 27.260 6.156 8.794 -0.055 0.192 -0.307 0.140
H 28.559 7.163 8.039 -0.056 -0.102 -0.113 0.139
H 27.150 6.083 11.140 0.195 -0.377 0.519 0.114
H 27.466 7.532 12.100 0.236 0.189 -0.056 0.117
H 28.864 6.447 11.752 -0.332 -0.483 0.398 0.106
H 29.915 8.226 11.174 -0.412 0.119 0.221 0.135
H 30.224 8.103 9.489 -0.263 -0.515 -0.085 0.115
H 29.734 10.566 10.269 -0.218 0.005 0.367 0.134
H 29.061 9.916 8.791 0.178 0.178 0.008 0.123
H 27.484 9.844 11.369 -0.008 0.272 -0.004 0.127
H 26.911 10.603 9.882 0.405 0.303 -0.055 0.139
H 26.152 8.216 10.215 0.054 -0.436 -0.189 0.144
H 27.048 8.574 8.679 -0.287 -0.282 -0.005 0.131
C 22.572 6.018 3.352 0.646 -0.509 -1.244 -0.071
C 23.383 4.704 3.405 -0.952 0.000 0.243 -0.237
C 24.761 4.859 2.811 0.711 -0.485 -0.248 -0.123
N 25.755 3.751 3.174 1.277 0.368 -0.079 -0.252
C 25.230 2.400 2.816 0.365 0.173 0.558 0.040
C 26.258 3.823 4.613 -1.521 1.678 1.080 -0.089
C 27.776 3.940 4.658 0.338 -0.263 0.355 -0.147
C 28.154 3.379 3.304 -0.182 0.678 -1.055 -0.154
C 27.058 3.980 2.439 0.366 -1.405 -1.930 -0.125
H 21.507 5.806 3.379 -0.003 0.132 0.691 0.087
H 22.696 6.424 2.343 0.125 0.277 0.113 0.085
H 22.943 6.745 4.069 -0.358 0.064 0.138 0.080
H 22.816 3.960 2.843 0.164 -0.046 -0.130 0.117
H 23.365 4.325 4.431 0.443 0.079 0.075 0.114
H 25.282 5.789 3.038 -0.200 0.040 0.382 0.139
H 24.747 4.816 1.720 -0.318 0.024 -0.036 0.146
H 25.993 1.660 3.052 0.053 0.054 -0.073 0.111
H 25.043 2.397 1.746 -0.442 -0.126 0.093 0.122
H 24.383 2.217 3.471 -0.270 -0.119 -0.441 0.110
H 25.808 3.112 5.303 0.029 -0.572 -0.619 0.142
H 25.834 4.777 4.938 0.045 -0.097 0.241 0.125
H 28.202 3.381 5.491 -0.079 -0.159 -0.094 0.084
H 28.015 4.988 4.846 0.299 -0.003 -0.461 0.122
H 28.148 2.289 3.352 -0.214 -0.008 -0.195 0.112
H 29.042 3.648 2.729 0.552 0.143 0.979 0.131
H 27.048 3.509 1.449 -0.524 -0.492 0.259 0.144
H 27.279 4.989 2.081 -0.473 0.506 1.187 0.147
C 32.599 6.430 7.881 0.681 -0.839 0.138 -0.085
C 33.125 5.201 7.122 -0.004 0.580 -2.096 -0.217
C 34.514 4.718 7.539 -0.033 -0.514 1.371 -0.113
N 34.862 3.257 7.297 0.463 0.043 -0.614 -0.268
C 33.888 2.326 8.044 2.101 1.976 -0.094 0.076
C 34.901 2.843 5.846 -0.591 1.106 0.018 -0.112
C 35.728 1.589 5.780 0.595 -0.036 0.265 -0.125
C 36.693 1.715 7.012 -0.001 0.581 -1.358 -0.125
C 36.344 3.069 7.636 -0.721 -1.481 0.516 -0.084
H 32.443 6.109 8.912 -0.006 0.681 0.197 0.073
H 31.698 6.863 7.450 -0.190 -0.436 -0.056 0.073
H 33.346 7.214 7.759 0.059 0.035 0.602 0.092
H 33.207 5.583 6.096 0.213 -0.314 -0.127 0.121
H 32.404 4.393 6.984 -0.049 -0.059 0.638 0.092
H 34.636 4.773 8.626 -0.243 0.228 0.067 0.134
H 35.356 5.307 7.178 -0.279 0.093 -0.529 0.140
H 32.987 2.406 7.452 -0.332 -0.641 0.449 0.076
H 33.893 2.835 9.007 -0.802 -0.553 0.280 0.111
H 34.387 1.367 8.125 -0.508 -0.243 -0.216 0.098
H 33.876 2.803 5.483 0.096 -0.184 -0.176 0.120
H 35.437 3.656 5.352 -0.198 0.006 -0.165 0.147
H 35.148 0.672 5.781 -0.022 0.088 0.009 0.082
H 36.307 1.654 4.861 -0.073 -0.351 -0.053 0.127
H 36.629 0.868 7.688 0.041 0.087 0.123 0.101
H 37.697 1.820 6.606 0.182 -0.421 0.381 0.121
H 36.530 3.012 8.707 -0.239 0.623 0.072 0.144
H 36.879 3.874 7.145 0.008 0.117 0.193 0.138
N 32.036 0.919 5.554 5.741 -4.867 1.943 -0.271
S 32.144 -0.782 5.673 2.863 -1.497 -0.595 0.604
O 32.365 -1.555 4.479 -0.827 1.499 0.500 -0.256
O 31.431 -1.461 6.724 -0.457 1.263 -0.148 -0.292
F 33.651 -0.823 6.262 -0.246 0.728 0.344 -0.235
S 30.621 1.113 5.242 -7.741 3.206 -3.862 0.374
O 29.749 1.392 6.345 0.167 -0.266 0.204 -0.286
O 30.106 0.359 4.120 0.257 -0.193 1.426 -0.270
F 30.757 2.567 4.547 0.320 0.043 0.556 -0.203